[1]
The following is a DFT calculation (ωB97M-V/def2-TZVPD) of C5H8N2O in the gas phase at a distorted geometry.

```
16
Properties=species:S:1:pos:R:3
H 2.47568 0.63669 -0.50655
N 2.52890 -0.14945 0.08623
C 1.47650 -0.79055 0.11677
N 0.52493 -0.57107 -0.94753
C -0.23833 0.55346 -0.99153
C -0.21111 1.77692 -0.20833
O 0.59798 1.75739 0.78478
C -0.91423 -0.57321 -0.54032
C -1.05601 -0.81920 1.00371
H 1.35207 -1.87021 0.55658
H -0.57382 0.89299 -1.94406
H -0.92869 2.76322 -0.40705
H -1.48169 -1.18121 -1.25525
H -0.52526 0.00080 1.61327
H -2.12749 -0.59536 1.28053
H -0.89944 -1.83121 1.35872
```

Results
HOMO-LUMO gap ... 9.9 eV
SMILES ... [H]/N=C\N1[C@H](C=O)[C@@H]1C
HOMO energy ... -9.491 eV

[2]
The following is a DFT calculation (ωB97M-V/def2-TZVPD) of a molecular structure, C5H8N2O at a distorted geometry.

```
16
Properties=species:S:1:pos:R:3
C 1.79775 -0.24050 0.01332
C -0.27473 0.63825 0.56046
C -0.15713 -0.64740 -0.01785
C -0.11214 1.95096 -0.19270
C -1.23486 -1.64201 0.26470
N 0.94968 -0.75096 -0.89832
N 0.80628 -0.17116 1.03704
O 2.99235 -0.05668 -0.04506
H -0.98761 0.67017 1.33806
H 0.46351 2.15623 -1.15068
H 0.30147 2.82843 0.45097
H -1.06994 2.43370 -0.52855
H -0.92832 -2.73529 0.31228
H -1.94359 -1.72769 -0.57136
H -1.71057 -1.56535 1.29087
H 1.10784 -1.14071 -1.86317
```

Results
HOMO-LUMO gap ... 10.1 eV
HOMO energy ... -9.382 eV

[3]
The following is a DFT calculation (ωB97M-V/def2-TZVPD) of C5H8N2O in the gas phase at a distorted geometry.

```
16
Properties=species:S:1:pos:R:3
C 0.40261 -1.48272 -1.32542
C 0.45440 -0.48168 -0.48083
N 1.43724 -0.57863 0.57686
C 1.54467 0.70890 1.20673
N 0.42714 1.36701 0.86392
C -0.10883 0.88506 -0.30291
C -1.54625 0.64819 -0.19858
O -1.88225 -0.37618 0.71087
H 0.95432 -2.39670 -1.05066
H 0.00788 -1.72820 -2.36691
H 1.96568 -1.38987 0.73187
H 2.22090 0.94414 2.10542
H 0.03291 1.47317 -1.15101
H -1.92620 1.77343 0.33739
H -1.98624 0.35479 -1.16727
H -1.99796 0.27928 1.51051
```

Results
HOMO-LUMO gap ... 8.8 eV
SMILES ... C=C1NC=N[C@@H]1CO
HOMO energy ... -7.980 eV

For reference, energy relative to the best compared isomer or geometry (same formula, charge and spin) by record: 414.0 267.9 376.2 kJ/mol.
For reference, E_tot by record: -379.9305 -379.9861 -379.9449 a.u..